This record from the Open Molecules 2025 dataset describes one molecule with the formula C4H6N2O at a distorted geometry. The level of theory is ωB97M-V with the def2-TZVPD basis set.

```
13
Properties=species:S:1:pos:R:3:lowdin_charge:R:1
C 0.279 -0.622 1.196 -0.02
C 0.064 0.223 -0.077 -0.54
C 0.380 -0.523 -1.359 -0.02
C -1.353 0.878 0.133 -0.26
N -2.513 0.890 0.194 0.15
N 0.815 1.438 0.044 0.11
O -0.033 2.311 0.403 0.02
H 0.066 -0.054 2.100 0.09
H 1.321 -0.943 1.213 0.09
H -0.393 -1.477 1.162 0.10
H -0.227 -1.425 -1.409 0.09
H 0.157 0.093 -2.229 0.09
H 1.437 -0.789 -1.371 0.09
```

## Properties
**Energy above the lowest of the compared OMol25 structures with the same formula, charge and spin**: 430.4 kJ/mol
**F_max**: 4.8 eV Å⁻¹
**Frontier orbital gap**: 8.83 eV
**HOMO energy**: -10.18 eV
**LUMO level**: -1.36 eV